Entry 1:
Computed, not measured: a molecular structure, C20H28NO2SV, with the ωB97M-V functional and the def2-TZVPD basis.

```
53
Properties=species:S:1:pos:R:3:forces:R:3:mulliken_charge:R:1
O -0.52239 1.10880 -0.73271 1.6 -1.5 -0.6 -0.57
C -0.14094 0.04459 -1.67261 -1.2 -0.5 -0.2 0.41
C 1.17960 0.74139 -2.10499 -1.6 0.0 0.3 -0.88
H -0.88616 0.03797 -2.49372 0.9 -0.8 1.1 -0.33
H -0.09056 -0.93278 -1.12944 0.3 0.8 -0.5 0.25
C 0.83906 1.63031 -0.85567 0.4 0.0 0.4 1.93
H 1.09090 1.29017 -3.04501 0.0 -0.3 0.0 0.19
H 2.00636 0.01709 -2.11117 0.2 0.9 0.2 0.34
C 0.59199 3.12447 -0.88055 0.2 0.2 0.0 -1.80
H -0.30277 3.33537 -1.47627 0.3 0.0 -0.2 0.36
H 1.45721 3.68287 -1.23131 0.1 0.2 0.0 0.35
H 0.33659 3.45149 0.14180 0.2 -0.2 -0.3 0.36
C 1.85825 1.18540 0.18630 -0.1 0.1 0.6 -0.39
H 2.06419 0.11061 0.05165 -0.1 0.5 0.3 -0.07
H 1.55106 1.35402 1.22873 0.1 -0.1 -0.7 -0.78
H 2.79982 1.73732 0.01437 -0.3 -0.2 -0.1 0.46
V 0.51963 -1.78030 2.76750 -1.0 2.7 1.2 0.54
C 2.34508 -2.86358 2.93476 0.2 -0.9 -1.0 -0.36
C 1.25100 -3.78481 2.71361 1.0 -0.1 -0.8 -0.67
C 0.65721 -3.47381 1.43869 0.7 -0.3 0.1 -0.83
H 0.98555 -4.62423 3.34983 -0.1 0.4 0.0 0.48
C 1.36876 -2.36479 0.87928 1.0 -0.2 0.0 -0.34
C 2.40930 -1.97660 1.80930 0.2 -1.2 -0.7 -0.41
H 3.17618 -1.21677 1.64772 -0.5 -0.1 0.1 0.41
H 3.05463 -2.88415 3.76226 -0.5 0.1 -0.1 0.39
H -0.14865 -4.01866 0.96034 0.1 0.1 0.1 0.43
H 1.23433 -1.96667 -0.12080 0.0 0.0 0.3 0.58
C -0.27415 -0.75046 4.84185 -0.7 3.7 -1.0 -0.24
C 0.96715 -0.03735 4.36969 -0.7 -0.9 1.7 -1.38
C 0.67716 0.70214 3.23176 -1.8 0.2 -1.9 -0.14
H 1.90893 -0.03845 4.91706 -0.3 0.1 0.0 0.30
C -0.65099 0.36088 2.75681 1.8 1.5 -0.3 -0.43
C -1.27137 -0.42902 3.73840 -0.1 -0.9 1.9 -0.76
H -2.33158 -0.66995 3.85867 0.5 0.1 -0.3 0.38
H -0.58622 -0.56046 5.88892 0.1 -0.8 -0.3 0.46
H 1.24807 1.57041 2.91772 0.1 -0.5 -0.2 0.69
H -1.10732 0.75349 1.84267 0.2 -0.1 0.5 0.43
O -1.82832 1.26710 -3.25032 -1.9 1.4 -2.6 -0.34
C -1.19283 2.04906 -4.29698 0.3 -0.5 0.2 -0.31
C -2.07635 2.07609 -5.55763 -0.1 0.0 0.3 -0.52
H -0.25646 1.52731 -4.55950 -0.1 0.3 0.1 0.18
H -0.95390 3.05108 -3.90693 -0.1 -0.4 0.0 0.26
C -3.06272 0.91079 -5.34960 0.1 -0.2 0.1 -0.51
H -1.44830 1.91220 -6.44107 -0.2 0.2 0.1 0.27
H -2.59912 3.03318 -5.67740 0.1 -0.2 0.1 0.25
C -2.88189 0.47383 -3.88268 0.4 0.1 0.5 -0.43
H -2.82358 0.06718 -6.00581 -0.1 0.2 0.0 0.27
H -4.10572 1.19060 -5.53770 0.3 0.0 0.0 0.27
H -2.55426 -0.57898 -3.81016 -0.3 0.3 0.0 0.23
H -3.82217 0.61975 -3.32764 0.5 -0.1 0.1 0.30
S 0.19996 -4.10187 6.82823 0.1 -1.0 1.5 -0.54
C 0.11725 -3.08131 5.65576 -0.4 2.6 -3.6 0.49
N 0.02349 -2.28195 4.72397 0.3 -4.7 3.7 -0.23
```
Positions in Å, forces in eV/Å.

As for the multiplicity: 4. For the HOMO-LUMO gap (alpha / beta), the calculation gives 2.766 / 3.458 eV. Its charge is -1. The LUMO energy (alpha / beta) comes out at 2.323 / 2.322 eV.

Entry 2:
Computed, not measured: a gas-phase ion, C7H15N2S2 (charge +1), with the ωB97M-V functional and the def2-TZVPD basis.

```
26
Properties=species:S:1:pos:R:3:forces:R:3:mulliken_charge:R:1
C 1.58058 1.48149 -0.89369 8.0 0.3 0.4 -0.53
C 0.24876 1.50081 -1.08329 -7.1 1.2 -1.9 -0.76
C 0.89719 -0.36635 0.24120 -2.1 -0.4 -0.9 -0.23
C 3.37120 0.30240 0.40847 -1.0 -2.4 -1.2 -0.93
C -0.10470 -2.95012 0.35902 -1.4 -0.4 -1.0 -0.63
C -1.39230 1.08118 0.60754 1.3 2.4 2.4 -0.55
C -2.77961 1.06650 0.09734 -2.6 -0.1 -1.7 -0.53
N 1.96253 0.54007 0.02673 -0.7 -0.7 0.3 0.12
N -0.49341 0.49616 -0.32367 5.2 0.1 -2.6 -0.02
S -3.03677 -0.68637 -0.43410 -0.2 -0.7 -0.5 -0.28
S 0.86220 -1.87303 -0.72652 0.7 -0.1 -0.1 0.01
H 2.41371 2.07999 -1.23713 -0.7 0.3 -0.3 0.52
H -0.33835 2.09757 -1.79737 0.5 -0.5 0.4 0.49
H 0.53554 -0.56282 1.21840 0.5 -0.2 1.3 0.36
H 3.80947 1.23176 0.42297 1.2 2.1 -0.2 0.41
H 3.37534 -0.05074 1.40467 0.0 -0.6 1.1 0.39
H 3.98321 -0.43500 -0.23121 -1.3 1.1 0.6 0.28
H -0.20103 -3.89860 -0.26550 0.7 0.8 1.3 0.35
H -1.19162 -2.62396 0.32599 1.4 -0.1 0.8 0.12
H 0.39153 -3.01535 1.36197 -0.8 -0.4 -1.0 0.29
H -1.21289 0.46981 1.47281 -0.9 -0.1 1.0 0.35
H -0.89174 2.13242 0.86893 -1.6 -2.0 -0.5 0.37
H -3.59706 1.11357 0.82223 0.7 0.9 0.3 0.42
H -3.00972 1.77527 -0.77784 0.6 -0.9 1.4 0.33
H -0.84085 -0.13025 -1.05783 -0.8 -0.3 0.6 0.47
H -4.34122 -0.77637 -0.81015 0.5 0.6 0.2 0.19
```
Positions in Å, forces in eV/Å.

As for the multiplicity: 3. For the HOMO-LUMO gap (alpha / beta), the calculation gives 6.147 / 7.535 eV. Its charge is +1. The LUMO energy (alpha / beta) comes out at -2.368 / -5.457 eV.

Entry 3:
Computed, not measured: 2 unconnected molecules or ions with the total composition C30H25NO6S, with the ωB97M-V functional and the def2-TZVPD basis.

```
63
Properties=species:S:1:pos:R:3:forces:R:3:mulliken_charge:R:1
C -5.69354 2.22010 1.55470 -0.3 0.3 0.0 -0.41
C -4.84810 0.96481 1.28971 -0.3 -0.5 0.0 -0.39
C -3.44228 1.48412 1.31562 0.5 0.5 0.2 0.80
C -3.50247 2.85989 1.66021 -0.6 -0.2 -0.3 0.17
O -4.76268 3.34398 1.81259 1.2 -1.2 -0.3 -0.49
C -2.34054 3.62560 1.84352 -0.5 0.0 0.2 -1.14
C -1.13211 2.99012 1.72755 0.2 -0.1 -0.5 -0.75
C -1.01378 1.64943 1.21434 -0.1 0.1 0.2 0.58
C 0.22367 1.05548 0.87150 -0.2 0.5 0.6 -0.11
C 1.49776 1.69623 0.92597 0.5 0.5 -0.4 0.72
C 2.65206 0.91018 1.22712 0.1 0.1 0.0 -0.68
C 3.88317 1.51924 1.37750 -0.5 0.8 -0.3 0.72
C 4.00284 2.91669 1.17331 0.3 -0.4 0.0 0.16
O 5.27062 3.39026 1.30250 -0.9 -1.0 0.1 -0.51
C 6.13532 2.23565 1.63677 0.2 0.4 0.0 -0.30
C 5.24697 0.98408 1.68644 0.2 -0.5 0.1 -0.67
C 2.90256 3.71008 0.81044 0.8 0.0 0.1 -1.22
C 1.68773 3.09354 0.65719 -0.5 -0.5 0.4 -0.71
C -2.21914 0.88605 1.08148 -0.5 0.2 -0.1 -0.80
H -6.31059 2.50113 0.69005 0.3 0.0 0.3 0.29
H -6.34348 2.11972 2.43402 0.3 0.1 -0.3 0.28
H -5.02124 0.21481 2.07414 0.1 0.1 -0.3 0.27
H -5.10661 0.50325 0.32993 0.1 0.1 0.2 0.24
H -2.44271 4.67661 2.09200 0.2 -0.2 0.2 0.43
H -0.23686 3.53899 2.00207 -0.2 -0.1 -0.1 0.90
H 0.20890 -0.00079 0.59304 0.0 -0.1 0.2 0.28
H 2.54818 -0.16961 1.35194 0.0 0.2 -0.1 0.38
H 6.91212 2.16978 0.86373 -0.3 0.1 0.2 0.29
H 6.61340 2.45317 2.60156 -0.2 0.0 -0.3 0.27
H 5.29328 0.51127 2.67466 -0.1 0.1 -0.2 0.27
H 5.57008 0.24008 0.94661 -0.1 0.1 0.2 0.25
H 3.05710 4.77415 0.65782 -0.2 -0.2 -0.2 0.45
H 0.83996 3.68236 0.31510 0.2 -0.2 0.0 0.92
H -2.16444 -0.16342 0.78562 0.0 0.2 0.0 0.55
C 3.41497 0.10082 -4.39729 -0.2 -0.1 0.2 -0.47
C 2.87123 -1.12927 -4.78368 0.0 0.0 0.2 -0.59
C 2.18511 -1.92315 -3.85929 -0.1 0.3 0.1 -0.30
C 2.00932 -1.46646 -2.54873 0.0 0.3 -0.2 -0.46
S 1.19816 -2.52775 -1.33116 -0.5 0.3 -0.6 1.16
C -0.45717 -2.04699 -1.24945 0.2 0.1 -0.1 -1.02
C -1.52001 -2.85016 -0.78547 0.0 -0.2 0.1 0.87
C -2.86638 -2.40286 -1.02593 -0.1 -0.2 0.2 -0.60
C -3.96878 -3.08126 -0.55024 0.3 0.0 0.4 -0.44
C -3.78930 -4.23063 0.25204 0.6 0.4 -0.3 -0.21
N -4.89675 -4.79583 0.94054 -1.2 -0.9 0.6 0.92
O -4.70440 -5.78243 1.68785 -0.2 1.4 -1.0 -0.64
O -6.03348 -4.28991 0.78882 1.5 -0.5 0.2 -0.65
C -2.48698 -4.75334 0.44891 -0.2 0.4 -0.2 -0.54
C -1.38278 -4.09201 -0.05842 -0.3 0.1 -0.2 -0.55
O 1.32937 -3.85908 -1.88523 0.0 -0.1 0.5 -0.70
O 1.88842 -2.20401 -0.09344 0.3 -0.1 0.4 -0.58
C 2.55903 -0.24145 -2.15778 -0.1 0.0 -0.2 -0.04
C 3.26095 0.54283 -3.07785 -0.1 -0.2 -0.1 -0.48
H 3.95419 0.71635 -5.11886 -0.1 -0.2 0.2 0.37
H 2.98033 -1.48585 -5.80819 0.0 0.1 0.3 0.36
H 1.79136 -2.89676 -4.14452 0.0 0.2 0.1 0.45
H -0.66708 -1.07169 -1.68086 0.1 -0.2 -0.1 0.58
H -2.99608 -1.49858 -1.61894 -0.1 -0.2 0.0 0.44
H -4.97695 -2.73319 -0.75928 0.2 -0.1 0.1 0.47
H -2.40367 -5.67600 1.02180 0.1 0.3 -0.1 0.44
H -0.38460 -4.50258 0.09439 -0.3 0.1 0.0 0.40
H 2.44273 0.09850 -1.12866 0.1 -0.2 -0.3 0.36
H 3.68405 1.49572 -2.75186 -0.1 -0.3 -0.2 0.43
```
Positions in Å, forces in eV/Å.

For the HOMO-LUMO gap, the calculation gives 3.229 eV. The LUMO energy comes out at -2.854 eV.

Entry 4:
Computed, not measured: a gas-phase ion, CH5N4S (charge +1), with the ωB97M-V functional and the def2-TZVPD basis.

```
11
Properties=species:S:1:pos:R:3:forces:R:3:mulliken_charge:R:1
N -1.64207 0.90196 0.44112 1.1 0.0 1.1 -0.54
N -0.33446 1.35731 -0.06145 -2.7 -2.7 0.8 0.06
C 0.72026 0.58701 0.03284 1.6 2.1 -2.1 0.39
S 2.34721 1.12571 -0.19695 -1.4 -1.0 0.4 -0.11
N 0.84551 -0.68827 0.28101 0.5 -2.4 1.2 -0.01
N 0.82517 -1.84430 -0.24569 -1.6 0.7 -3.5 -0.28
H -2.48582 0.92124 -0.09655 0.3 1.0 -1.6 0.26
H -1.68970 -0.04173 0.83162 1.2 0.4 0.1 0.27
H -0.12038 2.33023 0.00297 -0.4 0.8 0.1 0.27
H 1.07184 -2.61641 0.39751 -0.2 0.4 -0.8 0.32
H 0.46243 -2.03276 -1.38643 1.5 0.6 4.2 0.36
```
Positions in Å, forces in eV/Å.

Its structure (SMILES) is NNC(=S)N=[NH2+]. For the HOMO-LUMO gap (alpha / beta), the calculation gives 7.636 / 6.975 eV. Its charge is +1. The LUMO energy (alpha / beta) comes out at -6.097 / -6.650 eV.

Entry 5:
Computed, not measured: 2 unconnected molecules or ions with the total composition C3H9NO2S2, with the ωB97M-V functional and the def2-TZVPD basis.

```
17
Properties=species:S:1:pos:R:3:forces:R:3:mulliken_charge:R:1
S -1.42004 -2.54804 -1.44785 -1.1 -2.8 1.1 -0.55
S -0.80724 -0.53780 -1.93324 0.8 2.7 -0.8 -0.34
C 0.59172 -0.14622 -0.86454 0.9 0.1 -0.2 -0.79
C 0.37406 1.14815 -0.08354 -0.6 0.1 -0.9 -0.24
C 1.49319 1.63211 0.77114 0.0 0.4 0.3 0.40
N 2.01500 0.70282 1.62100 0.4 -0.9 0.4 -0.32
O 1.85734 2.79894 0.80538 0.1 -0.2 0.1 -0.67
H -2.38935 -2.71825 -0.45029 0.3 0.1 -0.3 0.01
H 0.74941 -0.96075 -0.15976 -0.3 -0.4 0.1 0.32
H 1.53444 -0.10095 -1.44951 -0.5 0.1 0.1 0.25
H -0.49965 0.97663 0.54158 -0.1 0.1 0.3 0.23
H 0.09817 1.95090 -0.77583 0.2 -0.1 0.1 0.26
H 1.93102 -0.29644 1.46313 -0.3 0.5 -0.1 0.21
H 2.70568 0.97680 2.29681 0.2 0.3 -0.2 0.23
H -0.04420 0.42025 4.15268 0.0 0.1 0.0 0.31
H -1.48232 0.90859 4.36377 0.1 0.0 0.0 0.30
O -0.91042 0.45524 3.73740 -0.1 0.0 0.0 -0.62
```
Positions in Å, forces in eV/Å.

As for the multiplicity: 2. For the HOMO-LUMO gap (alpha / beta), the calculation gives 3.055 / 6.632 eV. Its charge is -1. The LUMO energy (alpha / beta) comes out at 2.742 / 2.738 eV.

Entry 6:
Computed, not measured: a single C5H12N2O molecule, with the ωB97M-V functional and the def2-TZVPD basis.

```
20
Properties=species:S:1:pos:R:3:forces:R:3:mulliken_charge:R:1
C -1.70523 1.60659 0.83376 0.2 0.1 -1.2 -1.39
C -0.93644 0.72393 -0.18359 -1.6 -0.4 -0.4 0.42
C -1.46888 -0.77732 0.01717 0.3 -1.0 -1.5 -0.81
C -0.95501 -1.42095 1.26786 -0.4 -0.4 0.4 -1.13
N 0.39081 0.83720 0.03888 0.8 -1.7 0.3 -0.37
C 1.38041 0.04051 -0.98793 0.8 2.7 -0.7 0.12
N 2.63733 0.35095 -0.31966 -0.2 0.3 -0.4 -0.51
O 0.98671 -1.15118 -1.02459 -0.4 -0.8 0.8 -0.53
H -2.76109 1.35385 0.78573 0.0 0.0 0.2 0.36
H -1.26906 1.42685 1.80501 -0.1 0.2 0.3 0.39
H -1.58054 2.63320 0.49094 0.0 0.1 0.5 0.39
H -1.18574 0.85469 -1.24976 -0.2 0.5 -0.1 0.39
H -1.09471 -1.20763 -0.91561 1.0 -0.3 0.6 0.41
H -2.50708 -1.02189 -0.25290 -0.5 1.4 1.1 0.48
H -1.29775 -0.93106 2.17669 -0.1 0.3 0.0 0.35
H 0.12658 -1.43947 1.27985 0.1 -0.1 0.0 0.24
H -1.35306 -2.43413 1.34390 0.2 -0.1 -0.1 0.37
H 1.31896 0.62342 -1.92379 0.0 -0.1 -0.1 0.33
H 2.51223 0.74487 0.59644 -0.1 -0.1 0.2 0.25
H 3.25301 -0.43583 -0.31926 0.3 -0.5 0.1 0.25
```
Positions in Å, forces in eV/Å.

For the HOMO-LUMO gap, the calculation gives 6.557 eV. The LUMO energy comes out at -2.442 eV.

Energy above the lowest of the compared OMol25 structures with the same formula, charge and spin per entry: 82.5; 26.6; 0.0; 62.4; 15.8; 150.7 kcal per mole